{
  "formula": "C4H8O2",
  "method": "ωB97M-V with the def2-TZVPD basis set",
  "symbols": ["C", "C", "C", "O", "C", "O", "H", "H", "H", "H", "H", "H", "H", "H"],
  "xyz": [[-0.9253, 1.8157, -0.4380], [-0.0429, 1.1410, 0.2889], [-0.0897, -0.3463, 0.2632], [-0.4630, -0.8282, -0.9769], [0.5117, -1.2341, 1.2650], [-0.8304, -0.7619, 1.3992], [-1.5064, 1.3001, -1.1977], [-1.1510, 2.8562, -0.2362], [0.5009, 1.5941, 1.1134], [-0.8858, -1.6888, -0.8831], [0.5255, -2.2968, 1.0297], [1.2425, -0.9167, 2.0114], [1.5903, -0.0220, -2.0883], [1.8449, -0.5247, -1.6071]],
  "forces_ev_per_angstrom": [[0.09, 0.01, 0.10], [-0.28, 0.13, 0.06], [-0.09, 0.16, 0.05], [-0.46, -0.16, 0.18], [0.25, -0.19, 0.00], [-0.37, -0.37, 0.10], [0.08, 0.16, 0.12], [0.25, 0.01, -0.20], [0.00, -0.04, -0.17], [0.01, -0.01, 0.15], [0.35, 0.08, -0.08], [-0.24, 0.12, -0.14], [0.20, 0.01, -0.02], [0.20, 0.08, -0.14]],
  "orbital_gap_ha": 0.3916,
  "charge": 0,
  "smiles": "C=C[C@@]1(O)CO1.[H][H]",
  "homo_energy_ev": -9.73,
  "relative_energy_kcal_mol": 86.5,
  "total_energy_ev": -8369.530
}